1.
C19H22BrN2O7 | ωB97M-V/def2-TZVPD

XYZ file:
```
51
Properties=species:S:1:pos:R:3:forces:R:3:nbo_charge:R:1
Br -0.611 0.000 -1.258 0.064 0.076 0.279 -0.915
C -2.376 3.220 -3.475 0.089 -1.092 0.092 0.759
O -2.889 4.105 -4.087 -1.932 2.168 -1.543 -0.689
N -1.370 3.431 -2.651 2.976 1.344 2.100 -0.845
N -2.685 1.927 -3.511 -0.788 -2.223 -0.571 -0.853
H -0.790 2.689 -2.285 -0.242 0.009 0.151 0.408
H -1.042 4.379 -2.542 -0.029 -0.327 -0.233 0.387
H -2.052 1.293 -3.044 -0.362 -0.185 0.092 0.406
H -3.586 1.563 -3.788 0.365 0.317 -0.079 0.406
C 4.042 3.197 0.128 0.318 -0.234 0.702 -0.244
C 3.133 2.201 -0.108 0.967 -2.022 -1.566 -0.278
C 3.614 1.081 -0.856 -1.394 0.075 -0.536 0.306
C 4.925 0.951 -1.303 -0.295 0.686 0.083 -0.260
C 5.797 2.002 -1.081 -0.304 -0.602 0.791 -0.264
C 5.369 3.057 -0.296 -0.918 -0.006 -0.282 0.242
O 6.231 4.035 0.077 0.871 1.132 0.125 -0.691
O 2.752 0.148 -1.350 0.944 -0.464 0.155 -0.697
H 3.739 4.023 0.754 0.275 0.333 -0.131 0.219
H 2.079 2.187 0.129 -0.036 0.374 0.259 0.232
H 5.264 0.104 -1.881 -0.364 -0.137 -0.024 0.221
H 6.817 1.879 -1.414 0.199 0.388 0.068 0.207
H 6.686 4.316 -0.721 0.289 0.164 0.097 0.471
H 1.834 0.248 -1.086 -0.676 0.233 0.169 0.511
C -4.647 -2.922 0.335 3.319 2.153 -0.724 -0.280
C -3.897 -1.899 -0.376 -2.941 -1.482 0.538 -0.255
C -4.455 -1.405 -1.568 1.543 -0.234 1.567 0.290
C -5.585 -1.984 -2.119 -0.176 -1.590 0.412 -0.261
C -6.153 -3.133 -1.517 1.112 1.260 0.066 -0.238
C -5.671 -3.573 -0.253 -1.773 -0.555 -1.453 0.241
O -6.285 -4.688 0.287 -0.349 -0.064 -0.189 -0.692
O -3.796 -0.407 -2.182 -0.855 0.336 -1.020 -0.702
H -4.145 -3.185 1.253 -0.484 -0.541 0.324 0.214
H -2.992 -1.522 0.077 -0.008 0.236 -0.193 0.233
H -5.898 -1.683 -3.108 -0.154 0.135 0.009 0.216
H -6.876 -3.647 -2.132 -0.294 -0.305 0.550 0.216
H -5.943 -4.916 1.154 0.276 0.265 -0.016 0.476
H -3.011 -0.214 -1.663 0.761 0.279 0.131 0.512
C 1.379 -0.505 2.263 -0.884 -0.696 -0.193 -0.271
C 2.575 -0.224 2.852 0.702 0.242 1.079 -0.241
C 2.954 -0.873 4.036 -2.953 -1.824 -0.869 0.268
C 2.093 -1.860 4.602 0.003 1.618 -0.671 -0.282
C 0.812 -2.023 4.077 0.762 -0.370 -1.173 -0.261
C 0.498 -1.396 2.864 -0.697 -0.332 0.074 0.291
O -0.702 -1.723 2.261 0.368 -0.167 0.689 -0.696
O 4.140 -0.629 4.538 2.826 0.955 0.981 -0.673
H 1.147 -0.152 1.270 -0.154 0.371 -0.014 0.234
H 3.196 0.546 2.420 0.382 -0.159 -0.037 0.227
H 2.388 -2.433 5.468 0.177 0.028 0.145 0.198
H 0.197 -2.842 4.419 -0.294 0.186 0.181 0.216
H -0.715 -1.375 1.366 0.030 0.310 -0.453 0.502
H 4.510 -1.368 5.026 -0.264 -0.063 0.061 0.478
```
Positions in Å, forces in eV/Å.

Results
E_LUMO: 2.43 eV
orbital gap: 8.063 eV
E_HOMO: -5.64 eV
charge: -1
relative energy (zero: lowest compared OMol25 entry of this formula, charge and spin): 0.0 kcal per mole

2.
C33H72F4N6O11S4Sr | ωB97M-V/def2-TZVPD

XYZ file:
```
131
Properties=species:S:1:pos:R:3:forces:R:3:lowdin_spin:R:1
Sr 1.154 2.184 -1.309 0.159 -1.409 -0.504 0.000
N 1.095 -0.481 0.046 1.377 -2.772 0.344 0.000
O 0.323 -0.198 -0.837 -3.253 1.207 -3.044 0.002
O 1.209 -1.631 0.425 -0.054 0.100 0.909 0.000
O 1.829 0.430 0.421 1.865 2.255 1.561 0.004
C 1.066 -2.243 -4.341 -0.370 1.170 0.120 0.000
C 0.028 -1.062 -4.186 0.792 -0.430 -1.005 0.000
C -1.100 -1.120 -5.234 -0.085 -0.099 0.713 0.000
C -2.090 0.042 -5.028 0.190 -0.287 -0.998 0.000
N -3.158 0.178 -6.126 -0.634 -0.040 1.656 0.000
C -2.513 0.740 -7.434 -1.349 -0.668 0.403 0.000
C -2.561 2.284 -7.344 1.893 -1.177 -0.125 0.000
C -3.452 2.621 -6.201 -1.467 0.911 0.425 0.000
C -4.101 1.347 -5.739 -0.171 -1.231 -0.636 0.000
C -3.989 -1.171 -6.191 0.829 0.223 0.951 0.000
C -4.885 -1.505 -4.931 0.431 0.990 -1.179 0.000
C -5.121 -3.017 -4.853 0.344 0.713 -0.197 0.000
H 0.780 -3.081 -3.706 0.184 0.044 -0.035 0.000
H 2.045 -1.845 -4.076 0.049 -0.310 0.443 0.000
H 1.223 -2.602 -5.358 -0.486 0.096 -0.119 0.000
H 0.509 -0.103 -4.381 0.513 0.188 0.040 0.000
H -0.288 -1.015 -3.144 -0.464 -0.176 -0.108 0.000
H -1.549 -2.107 -5.123 -0.462 0.088 0.021 0.000
H -0.668 -1.126 -6.235 0.134 0.171 0.021 0.000
H -1.597 1.012 -5.078 0.332 -0.050 0.151 0.000
H -2.517 -0.044 -4.029 -0.518 0.017 -0.405 0.000
H -3.210 0.440 -8.217 0.377 -0.423 -0.113 0.000
H -1.526 0.286 -7.528 -0.266 0.114 -0.269 0.000
H -2.857 2.708 -8.304 0.075 -0.053 0.161 0.000
H -1.539 2.583 -7.110 -0.029 0.439 -0.304 0.000
H -4.288 3.205 -6.586 0.099 0.418 0.260 0.000
H -2.988 3.207 -5.407 0.059 -0.231 -0.087 0.000
H -4.955 1.126 -6.379 -0.245 0.202 0.135 0.000
H -4.435 1.321 -4.702 0.345 -0.216 -0.029 0.000
H -3.239 -1.961 -6.214 -0.039 0.189 -0.603 0.000
H -4.608 -1.178 -7.088 0.259 0.200 -0.049 0.000
H -5.787 -0.920 -5.108 -0.305 -0.257 0.494 0.000
H -4.440 -1.168 -3.995 0.177 0.151 -0.084 0.000
H -4.144 -3.494 -4.932 -0.050 -0.301 0.001 0.000
H -5.744 -3.345 -5.685 -0.076 -0.222 0.266 0.000
H -5.536 -3.269 -3.877 -0.262 -0.142 -0.268 0.000
C -2.623 -2.705 -2.066 0.058 0.367 0.555 0.000
C -3.752 -2.718 -0.948 1.252 0.224 -1.464 0.000
C -3.644 -1.584 0.118 -0.695 -0.789 -1.572 0.000
C -2.517 -1.818 1.050 0.043 0.086 1.163 0.000
N -2.588 -0.860 2.282 0.892 0.700 -0.963 0.000
C -1.327 -1.011 3.132 -1.313 2.150 0.355 0.000
C -1.244 0.453 3.785 -0.022 -1.384 1.303 0.000
C -1.568 1.422 2.680 1.411 -0.971 -1.060 0.000
C -2.376 0.613 1.706 -2.054 -1.080 -0.238 0.000
C -3.900 -0.992 3.101 0.057 -0.302 0.277 0.000
C -4.230 -2.446 3.462 -0.156 -0.157 0.079 0.000
C -5.279 -2.699 4.566 -0.380 0.658 -0.051 0.000
H -1.635 -2.872 -1.638 0.123 0.153 0.067 0.000
H -2.594 -1.784 -2.648 -0.027 0.613 0.524 0.000
H -2.683 -3.403 -2.902 -0.644 -0.727 0.525 0.000
H -3.698 -3.698 -0.474 -0.417 -0.011 0.031 0.000
H -4.670 -2.592 -1.522 -0.307 -0.208 0.498 0.000
H -4.608 -1.555 0.626 0.039 0.185 0.008 0.000
H -3.470 -0.660 -0.433 -0.316 0.237 0.176 0.000
H -1.593 -1.646 0.497 0.281 0.280 0.493 0.000
H -2.474 -2.843 1.418 -0.169 0.054 0.220 0.000
H -1.444 -1.839 3.831 0.161 0.141 -0.086 0.000
H -0.533 -1.169 2.402 0.201 -0.122 0.293 0.000
H -1.933 0.593 4.619 -0.298 -0.523 -0.036 0.000
H -0.283 0.602 4.276 0.235 0.072 -0.360 0.000
H -1.972 2.415 2.878 0.086 -0.282 0.337 0.000
H -0.618 1.467 2.147 0.019 0.919 0.125 0.000
H -3.374 1.001 1.500 0.087 -0.023 0.025 0.000
H -1.871 0.516 0.746 -0.140 -0.285 0.142 0.000
H -4.710 -0.559 2.513 0.210 0.017 -0.137 0.000
H -3.865 -0.413 4.024 0.647 0.303 -0.204 0.000
H -3.327 -2.977 3.763 0.130 -0.136 -0.366 0.000
H -4.665 -2.858 2.551 0.347 -0.551 0.006 0.000
H -5.604 -3.740 4.553 -0.004 0.078 -0.298 0.000
H -6.142 -2.057 4.395 -0.240 -0.178 -0.100 0.000
H -5.014 -2.517 5.608 0.661 0.236 -0.162 0.000
C 7.490 2.673 5.477 0.350 -0.164 -1.699 0.000
C 7.705 1.900 4.099 -1.173 0.352 0.977 0.000
C 6.953 0.529 4.025 -0.627 0.713 0.895 0.000
C 5.356 0.651 3.968 1.577 -0.081 0.582 0.000
N 4.555 -0.677 4.002 1.314 0.161 -1.217 0.000
C 3.051 -0.339 4.019 0.219 0.164 0.763 0.001
C 2.552 -0.746 5.418 -0.036 -0.422 -0.365 0.000
C 3.813 -0.967 6.292 -0.422 -0.103 -0.216 0.000
C 4.841 -1.474 5.334 -0.433 -0.218 -1.145 0.000
C 4.981 -1.510 2.730 -0.174 -0.953 1.829 0.000
C 4.562 -0.957 1.403 -0.922 -1.007 -0.745 0.000
C 5.002 -1.854 0.187 0.081 1.007 0.309 0.000
H 6.460 3.030 5.442 -0.115 -0.141 0.587 0.000
H 8.096 3.579 5.477 0.083 -0.030 -0.117 0.000
H 7.753 2.148 6.395 -0.278 -0.332 -0.198 0.000
H 8.753 1.725 3.857 -0.067 0.006 0.170 0.000
H 7.288 2.564 3.342 0.224 0.097 -0.270 0.000
H 7.275 0.085 4.967 -0.232 -0.664 -0.136 0.000
H 7.365 -0.029 3.184 -0.317 -0.132 0.022 0.000
H 5.136 1.249 3.084 -0.410 -0.572 -0.174 0.000
H 4.952 1.227 4.801 0.319 -0.014 0.210 0.000
H 2.534 -0.875 3.224 0.249 0.036 0.032 0.000
H 2.886 0.732 3.898 0.506 -0.131 -0.355 0.000
H 1.983 -1.658 5.238 0.409 -0.536 0.513 0.000
H 1.776 -0.113 5.846 0.463 0.548 -0.023 0.000
H 3.588 -1.800 6.959 0.224 0.540 0.612 0.000
H 4.260 -0.095 6.768 -0.846 0.121 0.434 0.000
H 4.610 -2.532 5.215 0.206 0.002 -0.924 0.000
H 5.881 -1.407 5.653 -0.157 0.368 -0.302 0.000
H 4.515 -2.477 2.919 -0.614 0.005 -0.280 0.000
H 6.015 -1.837 2.844 0.356 0.951 0.021 0.000
H 4.763 0.102 1.243 0.523 -0.104 0.011 0.000
H 3.475 -1.032 1.407 -0.022 0.226 -0.133 0.000
H 4.635 -2.881 0.186 -0.024 0.067 0.513 0.000
H 6.081 -1.862 0.039 0.003 -0.050 0.121 0.000
H 4.569 -1.402 -0.705 0.041 0.056 -0.078 0.000
N 2.340 3.712 0.314 3.082 1.695 -1.534 0.362
S 2.413 3.560 1.811 -5.968 -3.301 8.421 -0.032
O 2.345 4.726 2.668 1.060 -1.856 -1.898 0.184
O 3.177 2.367 2.216 -0.570 1.908 -0.770 0.377
F 0.890 2.944 1.902 1.635 0.843 0.021 -0.012
S 3.847 4.511 0.292 6.484 4.713 -4.325 -0.016
O 4.968 3.972 1.074 -3.522 0.511 -1.243 0.031
O 3.740 5.952 0.140 -1.087 -2.835 1.234 0.095
F 4.177 4.111 -1.208 -0.500 -0.826 0.638 -0.002
N -0.972 3.200 -1.172 -0.124 -7.074 -3.240 0.000
S -1.634 4.430 -0.819 -2.464 15.053 2.108 0.000
O -2.552 4.341 0.254 -0.640 -0.747 0.368 0.000
O -1.984 5.376 -1.909 1.352 -2.869 2.514 0.000
F -0.349 5.128 -0.108 0.153 -0.491 -0.396 0.003
S -2.434 2.544 -1.819 -4.463 -3.321 -2.674 0.000
O -3.050 3.154 -3.016 2.064 -0.929 3.199 0.000
O -3.340 1.845 -0.904 2.237 1.895 -1.064 0.000
F -1.640 1.356 -2.427 1.339 -1.270 -0.603 0.000
```
Positions in Å, forces in eV/Å.

Results
E_LUMO (alpha / beta): -8.47 / -13.50 eV
orbital gap (alpha / beta): 8.432 / 3.398 eV
2S+1: 2
E_HOMO (alpha / beta): -16.90 / -16.90 eV
charge: +3

3.
C8H7CaN2O5S | ωB97M-V/def2-TZVPD

XYZ file:
```
24
Properties=species:S:1:pos:R:3:forces:R:3:nbo_charge:R:1
O 3.711 2.518 -2.105 -1.602 -1.428 0.571 -0.454
C 2.815 1.817 -1.786 1.920 0.737 -0.665 0.122
Ca 0.492 1.739 -0.857 0.374 -0.539 0.276 1.701
O 1.255 4.294 -3.535 -1.666 -2.041 2.348 -0.387
C 0.748 3.616 -2.762 1.608 2.181 -2.441 0.422
C 2.683 -0.649 -0.586 -0.287 -0.067 -2.145 0.128
O 1.702 -0.090 -0.003 -0.725 0.874 0.509 -0.804
C 2.126 2.760 0.901 2.620 -0.625 2.263 0.430
O 3.017 2.579 1.595 -2.422 0.728 -1.902 -0.392
C 3.114 -0.081 -1.864 0.732 -0.499 -0.030 0.390
O 3.519 -0.416 -2.946 -0.451 0.233 1.378 -0.440
H 3.061 -1.620 -0.229 0.357 0.562 -0.129 0.196
S -1.934 0.722 -1.000 -0.709 -0.395 0.728 -0.458
C -2.132 -0.390 0.310 -0.189 -1.309 0.485 0.363
N -3.146 -0.429 1.212 1.297 0.320 -1.260 -0.562
C -3.110 -1.637 2.034 -0.390 0.355 0.380 -0.228
C -1.872 -2.377 1.530 -0.032 -0.705 -0.030 -0.231
N -1.372 -1.499 0.498 0.214 1.389 -0.659 -0.563
H -3.863 0.273 1.258 -0.037 0.034 -0.097 0.438
H -4.036 -2.195 1.875 0.193 -0.027 0.255 0.226
H -2.991 -1.348 3.079 -0.258 -0.177 0.021 0.220
H -2.136 -3.335 1.085 -0.044 -0.076 0.024 0.219
H -1.140 -2.583 2.314 -0.008 0.263 -0.069 0.222
H -0.512 -1.669 -0.020 -0.495 0.212 0.188 0.442
```
Positions in Å, forces in eV/Å.

Results
E_LUMO (alpha / beta): -3.92 / -4.16 eV
orbital gap (alpha / beta): 6.731 / 6.429 eV
E_HOMO (alpha / beta): -10.65 / -10.58 eV
charge: +1
relative energy (zero: lowest compared OMol25 entry of this formula, charge and spin): 0.0 kcal per mole